Entry from OMol25: 2 unconnected molecules or ions with the total composition CH2FNO at a distorted geometry (the ωB97M-V functional and the def2-TZVPD basis).

The geometry in XYZ format:
```
6
Properties=species:S:1:pos:R:3:forces:R:3
C -0.119729 -0.216126 0.313447 -1.48 -1.98 3.55
N -0.013686 0.984324 -0.422654 -1.58 1.18 -2.57
O 1.093048 0.220715 0.117695 2.61 -0.18 -0.23
F -0.472427 -1.341730 -0.351369 -0.10 0.19 0.32
H -0.423541 -0.497843 1.906080 0.36 1.16 -4.65
H -0.063665 0.850661 -1.563198 0.19 -0.36 3.57
```
Forces are in eV/Å.

Summary:
Kohn-Sham gap: 0.3993 hartree
spin multiplicity: 1
HOMO: -10.61 eV
ΔE to the lowest compared entry with this formula, charge and spin: 133.3 kcal per mole